Record 1
Molecular formula: C5H11N
Method: DFT, ωB97M-V/def2-TZVPD

```
17
Properties=species:S:1:pos:R:3:forces:R:3:mulliken_charge:R:1
C 2.05155 0.15059 -0.48275 0.20 -0.09 -0.04 -0.59
N 1.14066 -0.27513 0.36282 -0.25 -0.18 0.05 -0.11
C 0.62409 0.07508 1.69029 0.10 0.18 0.28 -0.47
C 0.05818 -0.87825 0.73947 0.22 0.01 -0.14 0.38
C -1.03069 1.42082 -1.12383 -0.02 0.05 -0.05 -0.90
C -1.04062 -1.73727 0.25177 -0.02 -0.05 -0.04 -1.11
H 2.06943 -0.26389 -1.48166 0.01 0.01 0.14 0.31
H 0.04714 1.29840 -0.97652 -0.32 0.08 -0.04 0.13
H 2.78748 0.85745 -0.13064 -0.09 -0.12 0.01 0.27
H 0.25417 1.10687 1.77502 -0.03 -0.17 -0.03 0.24
H 1.22414 -0.25673 2.54336 -0.02 0.06 -0.13 0.23
H -1.56587 1.32719 -0.17409 0.10 0.04 -0.15 0.19
H -1.38935 0.65258 -1.81552 0.02 0.15 0.09 0.22
H -1.21206 2.40901 -1.54890 -0.07 -0.09 0.01 0.35
H -2.00087 -1.38972 0.64985 0.16 -0.02 -0.05 0.26
H -1.10497 -1.71507 -0.84165 0.06 0.02 0.16 0.29
H -0.91242 -2.78193 0.56297 -0.06 0.11 -0.06 0.34
```
Positions in Å, forces in eV/Å.

Computed properties:
- relative energy (zero: lowest compared OMol25 entry of this formula, charge and spin) (kcal/mol) = 91.6
- total energy (Eh) = -251.716537
- total charge = 0
- highest occupied orbital energy (eV) = -6.725
- E_LUMO (Eh) = 0.0367


Record 2
Molecular formula: C2H5N2O2S2
Method: DFT, ωB97M-V/def2-TZVPD

```
13
Properties=species:S:1:pos:R:3:forces:R:3:mulliken_charge:R:1
C 0.74982 -1.48190 0.16013 -0.14 0.01 0.14 0.48
C 0.65526 0.72703 -0.77529 -0.04 -0.13 -0.12 -0.93
N 0.05548 -0.37746 -0.10846 -1.18 -0.52 0.59 0.07
N -1.79477 -0.73723 0.00759 2.06 0.08 1.50 -0.32
O 0.00527 -2.49478 0.68818 0.41 -0.31 -0.01 -0.55
O 1.95509 -1.60593 0.01266 0.40 -0.20 -0.02 -0.70
S -2.50233 -0.56097 -1.41788 -1.12 0.57 -1.68 -0.43
S -2.23862 0.35992 1.29776 -0.21 -0.04 -0.48 -0.15
H 1.50962 1.08137 -0.18676 -0.06 0.09 -0.13 0.30
H 1.01168 0.45924 -1.77745 -0.01 0.14 0.02 0.27
H -0.08156 1.52823 -0.85498 -0.09 0.06 -0.05 0.31
H -0.92617 -2.22881 0.56399 -0.12 0.21 -0.05 0.53
H -1.55287 -0.34782 2.19678 0.11 0.04 0.29 0.12
```
Positions in Å, forces in eV/Å.

Computed properties:
- relative energy (zero: lowest compared OMol25 entry of this formula, charge and spin) (kcal/mol) = 15.2
- total energy (Eh) = -1135.562123
- total charge = -1
- highest occupied orbital energy (alpha / beta) (eV) = -3.541 / -3.540
- E_LUMO (alpha / beta) (Eh) = 0.1168 / 0.1168


Record 3
Molecular formula: C23H38Cl2GaN3O4
Method: DFT, ωB97M-V/def2-TZVPD

```
71
Properties=species:S:1:pos:R:3:forces:R:3:mulliken_charge:R:1
O -0.02912 1.05383 -2.69735 -1.33 1.42 -2.89 -0.20
C -0.95415 1.34287 -3.50673 1.93 -1.57 0.48 -0.33
C -0.60882 1.93939 -4.79050 0.01 0.99 -0.89 0.48
C 0.57467 2.68363 -4.94892 -0.32 -0.55 -0.29 -0.30
H 1.18137 2.86920 -4.06722 -0.01 0.04 -0.19 0.45
C 0.95897 3.09797 -6.21970 -0.12 0.01 0.10 -0.67
H 1.91687 3.59340 -6.33688 -0.17 0.15 -0.06 0.37
C 0.15486 2.84137 -7.33926 -0.15 -0.33 0.49 -0.36
H 0.47371 3.20234 -8.31928 -0.15 -0.23 0.27 0.38
C -1.03252 2.10682 -7.18701 0.27 0.13 0.00 -0.60
H -1.61364 1.83682 -8.07425 0.09 0.20 0.43 0.37
C -1.42697 1.68244 -5.91521 0.37 -0.01 0.51 -0.47
H -2.33557 1.09802 -5.75275 0.22 0.17 -0.22 0.42
H -1.96427 0.92433 -3.39679 0.26 0.24 0.50 0.54
C -2.91482 2.39261 -1.48631 -1.11 0.56 0.14 -1.50
C -2.45614 1.12889 -0.94265 2.86 -2.95 0.94 0.87
H -3.55606 2.91693 -0.75823 -0.04 0.28 -0.30 0.43
H -3.47265 2.28878 -2.42506 -0.03 0.12 -0.02 0.30
H -2.03808 3.02156 -1.67849 -0.06 0.18 -0.06 0.18
C -2.71935 0.50879 0.20805 -1.00 0.31 0.45 0.04
C -3.86880 0.68356 1.18347 0.00 0.47 0.14 -1.53
H -1.99729 -0.18666 0.66034 -0.36 -0.21 -0.46 -0.32
H -4.64036 1.36214 0.79616 0.07 -0.12 0.18 0.44
H -3.47763 1.09473 2.13211 -0.26 0.00 -0.08 0.27
H -4.34211 -0.28195 1.43387 0.11 0.27 -0.19 0.29
Ga -0.41513 -0.22481 -1.28006 -2.80 1.15 1.43 1.22
Cl 0.32990 1.32955 0.15580 1.27 0.44 0.24 -0.42
Cl -1.80469 -1.48837 -2.51976 0.10 -1.00 -0.90 -0.43
H 4.40577 0.72607 -3.12972 -0.06 -0.13 -0.08 0.42
H 5.20261 0.97926 -1.10774 -0.11 -0.15 0.20 0.28
C 3.39357 0.40482 -2.88465 -0.02 0.01 -0.04 -0.93
C 4.26410 0.78609 -0.58098 -0.03 0.21 0.40 -0.85
N 3.37209 0.05519 -1.46499 -0.52 -0.12 0.02 0.22
H 3.10760 -0.46027 -3.48953 0.04 0.24 0.13 0.26
C 2.30114 -0.55352 -0.96698 -0.13 0.02 -0.27 -0.05
O 1.40553 -1.03656 -1.71747 0.42 0.35 0.20 -0.61
H 4.45312 0.19330 0.32348 0.00 0.23 -0.26 0.31
H 2.19821 -0.60120 0.12770 0.21 -0.09 -0.23 0.44
H 2.70456 1.23662 -3.08567 0.05 -0.26 0.06 0.27
H 3.81479 1.74976 -0.28980 0.13 -0.28 -0.08 0.33
H -1.34595 -4.86819 2.06753 0.03 0.10 -0.02 0.36
H -0.72009 -6.17444 0.01288 0.00 0.22 -0.11 0.31
C -1.68346 -4.03345 1.44725 -0.08 -0.03 -0.10 -0.78
C -1.06518 -5.33302 -0.60173 0.10 0.12 -0.01 -0.86
N -1.00222 -4.08760 0.16089 0.07 0.05 -0.07 0.25
H -1.44467 -3.08194 1.92305 -0.07 -0.11 -0.04 0.07
C -0.47465 -2.98674 -0.37816 -0.26 1.46 0.54 0.22
O -0.52257 -1.83958 0.16077 0.23 -1.88 -1.03 -0.75
H -0.41922 -5.23526 -1.48210 -0.19 -0.10 0.21 0.26
H -0.00499 -3.12930 -1.36233 -0.08 -0.02 0.31 0.28
H -2.76863 -4.12508 1.31425 0.17 0.10 -0.01 0.31
H -2.08970 -5.55458 -0.93949 0.25 0.20 0.14 0.31
O 0.53024 -0.56596 2.28158 0.26 -0.30 0.95 -0.29
C 0.51717 -0.46243 3.49734 -0.14 -0.04 0.09 0.15
C 1.67712 -0.90513 4.38676 -0.12 -0.04 -0.67 -0.79
C 2.34214 0.24685 5.13810 0.06 -0.10 0.27 -0.59
C 1.62244 0.52816 6.45863 0.13 0.22 -0.06 -0.68
C 0.20053 1.06745 6.30827 0.01 0.10 0.22 -0.60
C -0.76993 0.13143 5.60009 0.15 -0.14 -0.29 -0.80
N -0.56191 0.07315 4.15537 -0.34 -0.11 -0.39 0.11
H 1.29956 -1.65488 5.09729 0.18 0.09 -0.08 0.40
H 2.39388 -1.39358 3.71897 -0.19 0.03 0.10 0.29
H 3.37808 -0.04808 5.35183 -0.17 0.13 0.03 0.37
H 2.39367 1.15137 4.51244 -0.08 -0.24 0.11 0.32
H 1.58825 -0.40849 7.03110 0.04 0.12 0.02 0.28
H 2.21422 1.24377 7.03903 -0.09 -0.07 0.03 0.33
H -0.20899 1.25607 7.30524 0.08 0.04 0.03 0.35
H 0.21658 2.03021 5.78552 -0.03 -0.10 -0.01 0.31
H -0.69005 -0.87987 6.03098 -0.09 0.19 0.02 0.30
H -1.79489 0.48056 5.77627 0.24 -0.13 -0.17 0.40
H -1.35206 0.26084 3.54131 0.33 0.05 0.21 0.19
```
Positions in Å, forces in eV/Å.

Computed properties:
- relative energy (zero: lowest compared OMol25 entry of this formula, charge and spin) (kcal/mol) = 0.0
- total energy (Eh) = -4209.603369
- total charge = 0
- highest occupied orbital energy (eV) = -5.127
- E_LUMO (Eh) = -0.0116


Record 4
Molecular formula: C35H30Cl3N6O3PbS3
Method: DFT, ωB97M-V/def2-TZVPD

```
81
Properties=species:S:1:pos:R:3:forces:R:3:mulliken_charge:R:1
Pb 0.44575 0.61224 0.54478 -0.16 -0.08 -0.42 1.71
C -0.41946 -3.72219 4.13627 0.03 0.10 -0.01 -0.79
S 0.21213 -2.20703 4.87631 -0.01 -0.10 -0.02 -0.07
C 0.77459 -1.28462 3.47823 0.03 -0.04 -0.08 0.30
S 0.70997 -1.93054 1.89327 0.03 0.01 0.10 -0.48
N 1.26328 -0.14022 3.88491 -0.04 0.03 0.11 -1.58
N 1.61524 0.69774 2.87490 0.09 0.01 -0.15 1.27
C 2.49622 1.58143 3.12683 0.01 0.08 0.03 -1.20
C 2.89015 2.54490 2.08906 0.01 0.02 0.01 0.92
C 3.76277 3.58341 2.38630 0.03 -0.01 0.01 -0.86
C 4.14114 4.44660 1.37012 -0.01 0.02 -0.01 -0.36
C 3.64917 4.24330 0.09351 0.02 0.00 0.02 -0.95
C 2.77722 3.18345 -0.11723 -0.03 -0.03 -0.01 -0.33
N 2.39684 2.37132 0.85798 0.07 -0.06 0.11 0.52
H -0.62636 -4.39295 4.96855 -0.02 -0.01 0.03 0.35
H -1.33041 -3.52767 3.57587 0.01 -0.03 -0.02 0.25
H 0.32718 -4.16111 3.47940 -0.02 -0.03 0.02 0.26
H 2.98300 1.62271 4.10062 -0.06 0.04 0.03 0.30
H 4.13747 3.70054 3.39451 0.01 0.00 0.00 0.46
H 4.82145 5.26370 1.57395 0.01 0.00 0.00 0.41
H 3.94637 4.87211 -0.73319 -0.01 0.01 -0.01 0.42
H 2.38943 2.94985 -1.10029 0.00 0.00 -0.01 0.46
Cl -7.25978 -1.05775 -0.50769 0.02 0.02 0.00 -0.27
C -5.64280 -0.39143 -0.55902 0.00 0.02 -0.04 0.51
C -4.85289 -0.41318 0.57549 0.02 -0.01 0.06 -0.93
C -3.57650 0.11170 0.51945 -0.12 -0.14 0.13 0.86
Cl -2.58190 0.03104 1.95454 -0.08 0.03 0.00 -0.15
C -2.99539 0.67891 -0.64384 -0.05 -0.06 -0.14 -0.95
O -1.81417 1.14102 -0.68570 0.23 0.09 -0.08 -0.47
C -3.87665 0.66176 -1.76687 0.02 0.04 0.05 0.65
Cl -3.27695 1.33062 -3.25862 0.02 0.00 0.00 -0.24
C -5.15685 0.14923 -1.73886 -0.01 -0.02 0.03 -0.80
H -5.22113 -0.84153 1.49707 -0.01 0.00 0.00 0.42
H -5.76593 0.16759 -2.63178 0.00 0.00 0.00 0.41
N -3.77596 6.88164 1.51598 -0.05 0.01 0.01 -0.35
C -2.89405 6.52727 2.46347 -0.01 -0.01 0.06 0.14
S -2.73084 7.38777 3.86006 0.05 -0.02 -0.06 -0.38
C -2.08297 5.31227 2.14824 0.01 0.05 -0.02 1.04
C -1.54137 4.54378 3.16977 -0.08 -0.02 0.05 -0.70
C -0.82865 3.40418 2.84012 0.03 0.00 0.01 -0.73
N -0.61603 3.01686 1.58533 0.03 0.00 0.07 0.30
C -1.11916 3.75685 0.60341 -0.04 -0.03 0.02 -0.62
C -1.85525 4.90626 0.83702 0.01 0.05 -0.02 -1.03
H -4.37542 7.66764 1.70494 0.02 -0.02 -0.02 0.22
H -4.00547 6.26785 0.75349 0.01 -0.03 0.00 0.20
H -1.69793 4.82821 4.20047 0.01 -0.01 0.00 0.38
H -0.41748 2.76503 3.61370 0.02 0.00 0.01 0.45
H -0.96190 3.39321 -0.40480 0.01 0.00 -0.02 0.55
H -2.21245 5.47233 -0.01248 -0.01 0.03 0.00 0.42
C -2.68022 -4.20146 -3.91615 0.02 -0.02 -0.01 -1.47
C -1.18022 -4.19170 -3.78973 0.00 -0.02 0.04 1.18
C -0.40933 -5.05820 -4.55254 0.02 0.00 -0.02 -0.91
C 0.97535 -5.04363 -4.45164 -0.02 0.01 0.00 -0.86
C 1.59540 -4.14722 -3.60335 -0.01 -0.04 0.00 -0.44
C 0.83498 -3.27765 -2.82011 0.04 0.09 -0.04 -0.20
N 1.45357 -2.31486 -1.99796 0.01 0.12 -0.01 0.16
C 2.66043 -2.48773 -1.34242 0.15 -0.02 -0.03 0.20
C 3.08219 -3.76814 -0.95648 -0.02 0.04 0.01 -0.25
C 4.27964 -3.95380 -0.29536 0.03 0.01 0.02 -0.67
C 5.10141 -2.87204 -0.00157 -0.02 -0.03 0.01 -0.75
C 4.68990 -1.60611 -0.37700 -0.01 0.01 0.02 -0.85
C 3.48216 -1.38459 -1.03146 -0.02 -0.05 -0.07 0.73
C 3.12115 0.05619 -1.33612 -0.03 0.07 0.34 0.36
O 4.01890 0.89094 -1.39876 0.11 0.03 -0.17 -0.77
O 1.85914 0.33315 -1.42593 -0.04 -0.17 -0.07 -0.93
C -0.56240 -3.30877 -2.89476 -0.03 0.03 -0.03 0.74
C -1.39936 -2.39082 -2.05013 -0.02 -0.03 0.02 -1.41
H -2.99483 -4.86184 -4.72373 -0.01 0.00 -0.01 0.38
H -3.06642 -3.20049 -4.11808 -0.01 0.00 -0.01 0.29
H -3.15711 -4.54392 -2.99473 0.00 0.00 0.01 0.32
H -0.89710 -5.74078 -5.23877 -0.01 -0.01 0.00 0.32
H 1.57242 -5.71654 -5.05475 0.00 0.00 -0.01 0.38
H 2.67452 -4.10186 -3.54144 0.00 0.00 -0.03 0.54
H 1.22845 -1.33731 -2.15985 -0.10 -0.06 0.12 0.42
H 2.44588 -4.61497 -1.17498 0.00 -0.01 0.04 0.56
H 4.57184 -4.95479 -0.00027 -0.01 0.00 0.00 0.37
H 6.03806 -3.01492 0.52126 0.01 0.00 -0.01 0.39
H 5.30150 -0.73744 -0.17048 -0.01 0.01 -0.01 0.48
H -0.81744 -1.97116 -1.23398 0.01 0.03 0.06 -0.07
H -2.24978 -2.92066 -1.61781 -0.01 0.02 -0.01 0.53
H -1.79994 -1.56297 -2.63848 -0.03 0.10 0.00 0.32
```
Positions in Å, forces in eV/Å.

Computed properties:
- relative energy (zero: lowest compared OMol25 entry of this formula, charge and spin) (kcal/mol) = 0.0
- total energy (Eh) = -4674.176561
- total charge = -1
- highest occupied orbital energy (eV) = -4.983
- E_LUMO (Eh) = 0.0450